# C55H50Br2CdGeN2O2P2Se

A structure of composition C55H50Br2CdGeN2O2P2Se (ωB97M-V with the def2-TZVPD basis set, the Open Molecules 2025 dataset).

Structure (ORCA input):
```
! RIJCOSX wB97M-V def2-TZVPD def2/J DEFGRID3
* xyz 0 1
Cd 0.3358 -0.2090 0.6384
C -2.7464 -1.4364 1.9036
N -2.9094 -0.0650 2.3677
C -2.9269 1.0344 1.4241
P -1.2186 1.7451 1.2708
C -0.9197 2.5507 2.8611
C -0.3690 1.7803 3.8830
C -0.2322 2.3208 5.1536
C -0.6263 3.6283 5.3984
C -1.1509 4.4053 4.3721
C -1.2991 3.8690 3.1029
C -1.2734 3.0588 0.0323
C -2.4087 3.3896 -0.7005
C -2.3286 4.3432 -1.7085
C -1.1208 4.9664 -1.9828
C 0.0164 4.6384 -1.2525
C -0.0552 3.6829 -0.2535
C -3.3974 0.1132 3.6702
C -3.7240 1.3800 4.1745
C -4.1879 1.5323 5.4695
C -4.3428 0.4404 6.3100
C -4.0238 -0.8148 5.8210
C -3.5640 -0.9853 4.5237
P -1.9455 -1.6609 0.2518
C -1.7124 -3.4655 0.2088
C -2.0676 -4.1893 -0.9302
C -1.7834 -5.5435 -1.0160
C -1.1393 -6.1887 0.0300
C -0.7770 -5.4742 1.1618
C -1.0568 -4.1192 1.2520
C -3.3261 -1.3803 -0.9118
C -3.1740 -0.4732 -1.9550
C -4.2296 -0.2078 -2.8181
C -5.4436 -0.8530 -2.6443
C -5.6026 -1.7672 -1.6091
C -4.5502 -2.0302 -0.7484
H -3.7005 -1.9794 1.9099
H -2.0661 -1.9537 2.5828
H -3.6462 1.7968 1.7224
H -3.2397 0.6909 0.4378
H -0.0633 0.7580 3.6909
H 0.1827 1.7169 5.9499
H -0.5186 4.0479 6.3905
H -1.4449 5.4298 4.5625
H -1.7050 4.4745 2.3006
H -3.3580 2.9074 -0.4993
H -3.2129 4.5968 -2.2787
H -1.0618 5.7056 -2.7712
H 0.9643 5.1160 -1.4646
H 0.8393 3.4133 0.3015
H -3.5831 2.2715 3.5837
H -4.4189 2.5293 5.8236
H -4.6993 0.5668 7.3230
H -4.1305 -1.6874 6.4527
H -3.3291 -1.9856 4.1947
H -2.5708 -3.6982 -1.7538
H -2.0648 -6.0937 -1.9047
H -0.9138 -7.2449 -0.0405
H -0.2581 -5.9580 1.9787
H -0.7337 -3.5809 2.1315
H -2.2252 0.0272 -2.0962
H -4.0965 0.4990 -3.6272
H -6.2674 -0.6498 -3.3162
H -6.5482 -2.2761 -1.4748
H -4.6776 -2.7538 0.0481
Br 0.2463 1.0783 -2.4168
C 1.1681 -0.4661 -3.1372
Br 0.1239 -2.0735 -3.0097
H 2.0532 -0.6102 -2.5317
H 1.3750 -0.2639 -4.1793
Se 1.8465 -3.4084 4.1071
C 1.0128 -2.1594 3.1686
N 0.4360 -1.3291 2.5754
O 2.4527 0.7149 0.7744
C 2.9232 -0.2815 0.1636
O 2.1678 -1.1294 -0.3951
C 4.4175 -0.4774 0.1177
C 5.1923 0.5166 0.9748
Ge 5.1515 2.3785 0.3529
C 3.8042 3.5630 1.1274
C 3.5748 4.7995 0.5226
C 2.6933 5.7176 1.0816
C 2.0267 5.4068 2.2581
C 2.2387 4.1770 2.8675
C 3.1199 3.2637 2.3045
C 4.9059 2.4362 -1.5918
C 3.6169 2.4293 -2.1283
C 3.4175 2.4594 -3.5026
C 4.5068 2.4871 -4.3634
C 5.7932 2.4913 -3.8452
C 5.9879 2.4711 -2.4699
C 6.9086 3.1518 0.7611
C 7.0361 4.4191 1.3277
C 8.2864 4.9571 1.6045
C 9.4345 4.2337 1.3177
C 9.3275 2.9690 0.7566
C 8.0750 2.4360 0.4858
H 4.7235 -0.4281 -0.9319
H 4.6045 -1.5062 0.4346
H 6.2462 0.2305 0.9993
H 4.8382 0.4822 2.0066
H 4.0940 5.0546 -0.3961
H 2.5319 6.6754 0.6013
H 1.3384 6.1182 2.6980
H 1.7134 3.9271 3.7812
H 3.2592 2.2993 2.7780
H 2.7600 2.4082 -1.4622
H 2.4104 2.4721 -3.9013
H 4.3524 2.5136 -5.4349
H 6.6466 2.5196 -4.5112
H 6.9991 2.4972 -2.0798
H 6.1484 4.9949 1.5638
H 8.3632 5.9419 2.0483
H 10.4095 4.6515 1.5339
H 10.2191 2.3961 0.5343
H 8.0139 1.4414 0.0551
*
```

- Orbital gap: 0.2851 Eh
- ΔE to the lowest compared entry with this formula, charge and spin: 0.0000 eV

# C3H14O3S2

A cluster of 5 separate species, C3H14O3S2 in total (ωB97M-V with the def2-TZVPD basis set, the Open Molecules 2025 dataset).

Structure (ORCA input):
```
! RIJCOSX wB97M-V def2-TZVPD def2/J DEFGRID3
* xyz 0 1
C -0.4512 -0.1499 0.3095
C -0.3501 0.8723 1.4289
C 0.6669 -0.0252 -0.6981
S 0.6684 1.5706 -1.5329
S 1.8625 -1.7022 2.2114
H -1.4659 -0.0817 -0.2396
H -0.4457 -1.1992 0.7201
H -1.1759 0.7447 2.2026
H 0.6352 0.8194 1.9312
H -0.3441 1.9271 0.9926
H 0.6733 -0.8116 -1.4264
H 1.6153 -0.1061 -0.1302
H 2.7740 -2.2550 3.0677
H 0.9818 0.7084 -3.3515
H 1.8374 0.3056 -4.6394
O 1.0549 0.0481 -4.1438
H 0.0667 -1.6538 2.9180
H -1.1823 -2.0616 3.9366
O -0.9591 -1.5116 3.1638
H -2.7141 1.7326 -2.7702
H -1.3746 1.4826 -1.9548
O -2.3732 1.3466 -1.9956
*
```

- Orbital gap: 0.1188 Eh
- ΔE to the lowest compared entry with this formula, charge and spin: 6.3358 eV

| no. | largest force on an atom (hartree/bohr) |
| --- | --- |
| 1 | 0.00392 |
| 2 | 0.06027 |